{
  "formula": "C70H179BrCrF6N13O22P",
  "method": "the ωB97M-V functional and the def2-TZVPD basis",
  "species": ["Cr", "P", "F", "F", "F", "F", "F", "F", "Br", "C", "O", "C", "C", "N", "C", "C", "O", "C", "H", "H", "H", "H", "H", "H", "H", "H", "H", "H", "H", "H", "H", "H", "H", "C", "O", "C", "C", "N", "C", "C", "O", "C", "H", "H", "H", "H", "H", "H", "H", "H", "H", "H", "H", "H", "H", "H", "H", "C", "O", "C", "C", "N", "C", "C", "O", "C", "H", "H", "H", "H", "H", "H", "H", "H", "H", "H", "H", "H", "H", "H", "H", "C", "O", "C", "C", "N", "C", "C", "O", "C", "H", "H", "H", "H", "H", "H", "H", "H", "H", "H", "H", "H", "H", "H", "H", "C", "O", "C", "C", "N", "C", "C", "O", "C", "H", "H", "H", "H", "H", "H", "H", "H", "H", "H", "H", "H", "H", "H", "H", "C", "O", "C", "C", "N", "C", "C", "O", "C", "H", "H", "H", "H", "H", "H", "H", "H", "H", "H", "H", "H", "H", "H", "H", "C", "O", "C", "C", "N", "C", "C", "O", "C", "H", "H", "H", "H", "H", "H", "H", "H", "H", "H", "H", "H", "H", "H", "H", "C", "O", "C", "C", "N", "C", "C", "O", "C", "H", "H", "H", "H", "H", "H", "H", "H", "H", "H", "H", "H", "H", "H", "H", "C", "O", "C", "C", "N", "C", "C", "O", "C", "H", "H", "H", "H", "H", "H", "H", "H", "H", "H", "H", "H", "H", "H", "H", "C", "C", "C", "O", "C", "N", "H", "H", "H", "H", "H", "H", "H", "H", "H", "H", "H", "C", "C", "C", "O", "C", "N", "H", "H", "H", "H", "H", "H", "H", "H", "H", "H", "H", "C", "C", "C", "O", "C", "N", "H", "H", "H", "H", "H", "H", "H", "H", "H", "H", "H", "C", "C", "C", "O", "C", "N", "H", "H", "H", "H", "H", "H", "H", "H", "H", "H", "H"],
  "positions_angstrom": [[-17.693060, 3.541860, 3.441980], [-19.310050, 0.812860, 1.447240], [-19.930100, -0.205250, 0.343750], [-19.355890, -0.309670, 2.559670], [-17.858400, 0.249150, 0.976430], [-18.569670, 1.843310, 2.448590], [-19.114780, 1.991620, 0.295620], [-20.717930, 1.453370, 1.870930], [-16.608930, 5.948110, 3.684500], [-20.212510, 4.693080, 1.619690], [-19.398250, 4.521080, 2.778620], [-20.208880, 4.857140, 3.899330], [-19.513290, 4.446130, 5.248380], [-18.856440, 3.095310, 5.146510], [-19.879460, 2.063470, 5.207470], [-19.186830, 0.734360, 5.306290], [-18.424600, 0.791420, 6.517470], [-19.153160, 0.888480, 7.751900], [-21.157000, 4.160270, 1.729860], [-19.806750, 4.316460, 0.680750], [-20.458620, 5.750290, 1.520490], [-21.216550, 4.441850, 3.914470], [-20.339560, 5.938200, 3.851060], [-20.183070, 4.605460, 6.093430], [-18.784180, 5.229930, 5.453680], [-18.305030, 2.978900, 5.984660], [-20.472990, 2.157740, 4.298120], [-20.594190, 2.306820, 5.993630], [-18.443610, 0.528510, 4.536000], [-19.943970, -0.046690, 5.375570], [-20.093300, 0.338750, 7.706860], [-19.458770, 1.927330, 7.876350], [-18.673160, 0.526310, 8.661040], [-22.606300, -1.639960, -0.582820], [-23.883680, -2.378510, -0.437820], [-24.024040, -3.338540, -1.445980], [-25.221680, -4.244060, -1.093870], [-25.130380, -4.958290, 0.213120], [-26.259900, -5.790380, 0.505450], [-26.203060, -6.291650, 1.949510], [-26.535590, -5.180170, 2.811020], [-26.422890, -5.456580, 4.190620], [-22.678220, -0.808060, 0.117810], [-22.511570, -1.303370, -1.615210], [-21.744270, -2.254700, -0.323800], [-23.175520, -4.013740, -1.556490], [-24.156130, -2.878180, -2.425120], [-25.430990, -4.877130, -1.956130], [-26.165830, -3.699360, -1.092480], [-25.120070, -4.303930, 0.982410], [-26.372310, -6.630360, -0.180050], [-27.198940, -5.236980, 0.513940], [-25.228490, -6.732270, 2.159680], [-26.861020, -7.109530, 2.243220], [-27.208030, -6.160770, 4.465890], [-26.513040, -4.526720, 4.752160], [-25.446630, -5.900730, 4.384960], [-21.508010, -3.618410, 2.723160], [-21.580860, -3.687210, 4.105310], [-20.471040, -2.939450, 4.635390], [-20.355790, -3.084570, 6.133290], [-19.839730, -4.447900, 6.459310], [-20.220320, -4.908320, 7.745430], [-20.060260, -6.429170, 7.895870], [-20.486860, -7.261700, 6.848910], [-19.986440, -8.581170, 6.909540], [-20.726810, -4.315520, 2.420080], [-21.334350, -2.612220, 2.341680], [-22.410360, -3.990550, 2.238020], [-20.693440, -1.882050, 4.492070], [-19.545570, -3.177660, 4.111110], [-21.317640, -2.898470, 6.611110], [-19.719070, -2.283730, 6.509240], [-20.374750, -5.064180, 5.864280], [-21.251330, -4.620730, 7.951390], [-19.639770, -4.376780, 8.499450], [-20.648760, -6.744230, 8.757560], [-19.001320, -6.520960, 8.137360], [-18.943590, -8.587800, 6.592470], [-20.490930, -9.288340, 6.251120], [-20.017360, -9.020440, 7.906630], [-21.273560, 13.075250, -5.279870], [-20.856550, 11.986950, -6.036330], [-20.290760, 10.987770, -5.260940], [-20.184860, 9.577970, -5.995750], [-19.497120, 8.542750, -5.277520], [-20.181040, 8.191110, -4.046510], [-19.684880, 6.898410, -3.343550], [-19.658620, 5.845140, -4.199140], [-18.570950, 4.923520, -3.998540], [-21.193280, 14.004100, -5.844570], [-20.795930, 13.194810, -4.307410], [-22.327360, 12.865880, -5.096080], [-20.956560, 10.851880, -4.408680], [-19.275310, 11.317410, -5.041190], [-19.720650, 9.772120, -6.962660], [-21.187690, 9.246370, -6.264960], [-19.350110, 7.738350, -5.870340], [-21.238910, 7.993490, -4.219590], [-20.203330, 9.017200, -3.335750], [-20.191010, 6.467060, -2.479920], [-18.709950, 7.099550, -2.899520], [-18.406410, 4.199730, -4.796750], [-18.767160, 4.415590, -3.054290], [-17.712720, 5.580390, -3.856830], [-26.714270, 7.395920, 2.914230], [-27.289390, 6.150130, 3.296210], [-28.203410, 5.622830, 2.417930], [-28.461320, 4.110040, 2.592090], [-27.296500, 3.349810, 2.202610], [-27.658140, 1.932990, 2.321480], [-26.603410, 1.076610, 1.604990], [-26.374020, 1.320800, 0.234680], [-25.404350, 0.461650, -0.432620], [-25.909020, 7.168260, 2.215770], [-26.315930, 7.885920, 3.802660], [-27.502830, 8.068800, 2.577310], [-27.724020, 5.696550, 1.441790], [-29.067540, 6.278870, 2.313090], [-29.361390, 3.746300, 2.096450], [-28.724280, 3.866480, 3.621480], [-27.077840, 3.546830, 1.236440], [-28.564670, 1.681600, 1.770930], [-27.669680, 1.720780, 3.390560], [-26.845860, 0.028290, 1.779210], [-25.669330, 1.357140, 2.091700], [-25.774750, -0.563450, -0.440360], [-24.531040, 0.325090, 0.205170], [-25.212490, 0.739500, -1.469000], [-18.923370, -3.373090, -0.749430], [-18.987130, -4.406150, -1.778400], [-20.280150, -4.888440, -2.047600], [-20.335460, -6.002740, -3.103960], [-21.727220, -6.427110, -3.296690], [-22.055770, -7.563220, -4.122050], [-23.571920, -7.859810, -3.990630], [-23.801840, -8.686690, -2.854320], [-25.087570, -9.382160, -2.869860], [-17.905230, -2.994850, -0.657680], [-19.233880, -3.771370, 0.216530], [-19.536160, -2.516410, -1.029950], [-20.943660, -4.053340, -2.272220], [-20.643950, -5.308850, -1.110040], [-19.722020, -6.859570, -2.825340], [-19.853190, -5.752280, -4.048830], [-22.146300, -6.482530, -2.379420], [-21.416810, -8.395740, -3.827550], [-21.764050, -7.269770, -5.130460], [-23.813950, -8.226920, -4.988000], [-24.139930, -6.934510, -3.894330], [-25.007240, -9.963870, -3.788160], [-25.874640, -8.631260, -2.800900], [-25.171220, -10.044720, -2.008400], [-21.485660, 7.146920, 6.555980], [-22.361840, 6.218080, 5.969810], [-23.719930, 6.470640, 6.343020], [-24.730410, 5.600530, 5.673400], [-24.622730, 4.224290, 6.156850], [-25.248590, 3.287290, 5.249860], [-25.010900, 1.847880, 5.685730], [-23.684180, 1.481190, 5.510240], [-23.307070, 1.292400, 4.069820], [-20.452650, 6.851330, 6.372650], [-21.507240, 7.157170, 7.645720], [-21.575630, 8.171390, 6.194780], [-23.929640, 7.502850, 6.062550], [-23.889420, 6.551940, 7.416690], [-24.520250, 5.537490, 4.605710], [-25.711030, 5.959540, 5.985800], [-23.663830, 3.931060, 6.035910], [-24.974020, 3.359980, 4.197520], [-26.336760, 3.348850, 5.236130], [-25.705630, 1.173030, 5.185690], [-25.292850, 1.747520, 6.733830], [-23.328010, 2.183660, 3.442670], [-23.930350, 0.502400, 3.650870], [-22.356710, 0.782210, 3.912900], [-16.892250, -2.111520, 4.217900], [-15.602640, -1.707620, 3.817510], [-15.292360, -1.938800, 2.422840], [-15.147080, -3.445380, 2.109190], [-14.008630, -3.984920, 2.815050], [-13.979800, -5.438210, 2.700090], [-13.159160, -6.184270, 3.695430], [-13.065250, -7.516100, 3.266380], [-12.303700, -8.365700, 4.117480], [-17.000900, -1.794080, 5.254970], [-16.973100, -3.194200, 4.121130], [-17.602880, -1.621510, 3.552310], [-14.319150, -1.542550, 2.133070], [-16.005550, -1.542220, 1.700210], [-14.915790, -3.489960, 1.044950], [-16.033760, -4.060180, 2.263890], [-14.081780, -3.736370, 3.791260], [-13.587370, -5.536330, 1.687930], [-14.987410, -5.853880, 2.694620], [-13.556170, -6.180950, 4.710550], [-12.212980, -5.645510, 3.746230], [-12.252310, -8.077900, 5.167540], [-11.268110, -8.414220, 3.780860], [-12.606020, -9.412180, 4.157270], [-16.815840, 4.160280, 7.583950], [-16.665940, 3.257230, 6.508040], [-15.375510, 2.659530, 6.253410], [-15.510560, 1.743680, 5.014920], [-15.704140, 2.530080, 3.808710], [-15.584690, 1.800350, 2.592470], [-15.743870, 2.676040, 1.316520], [-16.879640, 3.511860, 1.458070], [-16.997520, 4.361490, 0.275310], [-16.411880, 3.663940, 8.466310], [-17.870230, 4.368580, 7.765530], [-16.308470, 5.108190, 7.404660], [-15.033780, 2.050060, 7.089990], [-14.551350, 3.344790, 6.055210], [-16.314650, 1.015070, 5.118230], [-14.549920, 1.228770, 5.002940], [-14.850280, 3.065430, 3.875260], [-16.297170, 0.975840, 2.618000], [-14.605760, 1.345170, 2.442120], [-15.818370, 2.135580, 0.372880], [-14.832300, 3.264070, 1.209870], [-17.207820, 5.399500, 0.532990], [-17.715150, 4.068480, -0.491010], [-16.029510, 4.474240, -0.212890], [-18.399420, 1.271700, -2.836830], [-17.668290, 0.231240, -3.769950], [-17.899490, -1.249330, -3.413440], [-16.977470, -1.925710, -4.302230], [-16.765310, -3.316910, -3.990510], [-18.149820, 0.546740, -5.107990], [-19.450240, 1.363030, -3.111680], [-17.953350, 2.263040, -2.916710], [-18.391690, 0.869520, -1.823770], [-16.583890, 0.341620, -3.773030], [-18.947800, -1.546990, -3.390390], [-17.507570, -1.415280, -2.409970], [-16.249570, -3.398150, -3.033680], [-16.235400, -3.840270, -4.786360], [-17.670290, -3.888880, -3.785680], [-19.129040, 0.303140, -5.151560], [-17.782880, -0.179530, -5.706310], [-12.891330, 3.120110, -1.456730], [-12.105210, 1.800960, -1.453180], [-12.842810, 0.551240, -1.936330], [-13.924370, 0.318200, -1.040660], [-14.489740, -0.943240, -1.063540], [-10.851180, 2.028400, -2.151790], [-13.871440, 3.108920, -0.979920], [-12.973030, 3.512170, -2.470500], [-12.286840, 3.860780, -0.933180], [-11.715370, 1.479530, -0.487360], [-12.191410, -0.309840, -2.085770], [-13.292910, 0.727000, -2.913370], [-15.411820, -1.027300, -0.488390], [-13.889360, -1.781170, -0.709280], [-14.692360, -1.167420, -2.110810], [-11.026330, 2.254760, -3.120380], [-10.559160, 2.938780, -1.826170], [-22.168560, -0.999500, -4.631590], [-22.305760, -0.265380, -5.926730], [-22.856620, 1.168860, -5.776670], [-23.269300, 1.785620, -7.005790], [-24.506180, 1.149520, -7.433960], [-20.978500, -0.188610, -6.519400], [-23.123140, -1.135070, -4.123170], [-21.457730, -0.492390, -3.979160], [-21.723740, -1.984770, -4.771160], [-22.984150, -0.830910, -6.565530], [-22.039100, 1.699310, -5.288420], [-23.660310, 1.226620, -5.042610], [-25.088310, 1.740590, -8.140970], [-25.211990, 0.974620, -6.621970], [-24.321090, 0.201300, -7.938660], [-20.993240, 0.599110, -7.151370], [-20.852150, -0.970290, -7.146390], [-22.229410, 3.768930, -2.492960], [-21.937240, 3.161370, -1.084520], [-22.932600, 3.518090, -0.042250], [-22.908840, 4.927220, 0.139250], [-23.877780, 5.259040, 1.128410], [-21.714410, 1.733710, -1.215170], [-22.557120, 4.807000, -2.437120], [-23.112400, 3.371720, -2.993620], [-21.367720, 3.635020, -3.146900], [-20.924570, 3.486430, -0.845890], [-22.786910, 2.985170, 0.897370], [-23.898300, 3.219090, -0.449810], [-23.549200, 4.834460, 2.077020], [-24.881380, 4.846290, 1.025800], [-24.048090, 6.330500, 1.233570], [-20.739920, 1.603640, -1.446570], [-21.778260, 1.261870, -0.324450]],
  "atomic_forces_ev_per_a": [[1.5, 0.9, -0.1], [1.4, 0.2, -3.0], [-0.9, 0.6, 0.5], [-0.6, -0.2, 0.7], [0.5, 0.0, 0.4], [-0.2, -0.7, 0.8], [-0.7, -0.5, 0.3], [-0.2, -0.6, -0.1], [0.2, 0.1, 0.2], [-0.6, 0.1, -0.7], [-1.1, -0.8, 0.1], [0.3, 0.4, 1.9], [0.5, 1.1, -1.0], [-1.5, 1.8, 0.5], [-0.4, 0.4, -1.9], [-0.4, 0.3, 1.8], [0.7, -1.1, 1.2], [-1.0, 0.4, -1.0], [0.1, -0.1, 0.3], [0.7, 0.0, 0.5], [0.1, 0.1, -0.1], [0.0, -0.5, -0.7], [0.0, 0.1, 0.4], [-0.6, -0.8, -0.1], [0.7, -0.4, -0.3], [0.6, -0.1, -0.1], [0.0, -0.4, -0.2], [0.1, -0.5, 0.4], [-0.4, 0.2, -0.1], [0.1, -0.3, -0.2], [-0.2, -0.3, -0.3], [0.1, 0.2, 0.4], [0.8, 0.1, -0.6], [-1.6, -0.7, 0.3], [1.8, 0.8, 0.0], [-1.0, -1.2, 0.5], [-0.7, 0.5, 0.5], [0.9, 0.0, -1.1], [-1.0, -0.6, 0.9], [0.1, 0.2, 0.8], [0.6, 0.1, -0.8], [0.2, -0.3, -0.6], [0.1, -0.1, -0.2], [0.0, 0.3, 0.0], [-0.1, -0.2, 0.1], [0.5, 0.1, 0.3], [-0.3, 0.2, -0.2], [0.6, -0.9, 0.2], [-0.1, 0.9, 0.1], [0.4, 0.6, -0.2], [0.2, 0.0, -0.1], [-0.4, 0.3, -0.5], [0.6, 0.5, 0.2], [-0.7, -0.1, -0.7], [-0.1, -0.1, 0.4], [-0.1, -0.1, -0.1], [0.1, -0.1, 0.3], [-0.2, -0.8, -1.1], [0.5, 0.6, 1.3], [-1.1, 0.6, 0.5], [0.5, -1.3, 0.0], [-0.2, 0.9, -1.2], [-0.9, -0.2, 0.5], [0.4, 0.2, 1.3], [-0.4, 0.3, -1.0], [0.8, 0.0, 0.1], [0.4, 0.2, -0.5], [0.2, 0.2, 0.0], [-0.3, 0.0, 0.4], [0.1, 0.2, -0.5], [0.1, -0.2, 0.0], [-0.4, -0.1, -0.1], [0.5, -0.2, 0.0], [0.2, -0.1, -0.8], [-0.5, -0.1, 0.1], [0.2, -0.4, 0.3], [0.2, 0.2, 0.5], [0.3, -0.8, -0.2], [0.3, 0.0, 0.0], [-0.5, 0.6, -0.2], [-0.2, 0.2, 0.3], [-1.3, 0.2, 0.2], [0.5, -0.2, -1.7], [0.4, -1.9, -0.2], [-0.7, 1.7, -0.7], [0.8, 0.3, 1.0], [-1.1, -1.3, 0.8], [0.9, 1.0, 1.1], [0.5, -2.0, -3.1], [-0.5, 1.4, 0.9], [0.1, -0.1, -0.1], [0.4, -0.1, -0.1], [-0.4, 0.6, 0.4], [0.4, -0.1, 0.6], [0.1, -0.3, 0.8], [0.4, -0.1, 0.1], [-0.6, 0.1, 0.1], [-0.1, -0.1, 0.1], [-0.5, 0.0, -0.4], [0.5, 0.0, 0.0], [-1.1, 1.2, 0.5], [0.7, 0.1, -0.3], [-0.5, 0.3, -0.1], [0.2, -0.4, 0.1], [0.6, -0.4, -0.1], [-0.6, -0.8, 0.6], [0.7, 0.2, 2.1], [0.1, -0.5, -1.9], [-0.1, 1.2, 0.9], [-0.5, -0.6, 0.2], [1.4, 0.2, -2.1], [1.3, -0.2, 0.9], [-0.5, 0.6, -1.3], [-1.2, -0.8, 1.7], [-0.1, 0.6, -0.4], [0.2, -0.3, 0.1], [0.1, 0.1, -0.7], [-0.1, -0.1, -0.8], [-0.6, -0.3, 0.4], [-0.3, 0.5, -0.7], [0.4, 0.2, 0.4], [0.0, 0.0, -0.3], [-0.8, 0.2, 0.5], [-0.3, -0.5, -0.2], [0.1, -0.3, 0.0], [0.4, -0.5, 0.5], [-0.4, -0.1, -0.2], [0.5, 0.7, -0.3], [0.0, 0.6, 0.4], [-0.3, -0.8, -1.0], [1.0, 0.7, 0.2], [-0.1, -0.1, 0.6], [0.1, -0.6, -0.4], [0.1, 1.8, 0.8], [0.1, 0.9, 0.9], [1.2, 0.1, -0.2], [-0.4, -0.4, -0.1], [1.8, 0.9, -0.3], [0.1, -0.4, -0.2], [-0.2, 0.0, 0.1], [-0.2, 0.0, 0.0], [-0.2, 0.1, -0.5], [-0.4, -0.3, 0.2], [0.3, -0.2, 0.8], [-0.4, 0.7, -0.3], [-0.2, -0.3, 0.0], [-0.3, -0.7, -0.1], [-0.3, -0.3, -0.3], [-0.7, -1.0, 0.2], [0.1, 0.3, 0.1], [-1.0, -0.1, 0.0], [-0.3, -0.2, -0.5], [0.4, 0.1, 0.0], [1.0, -0.1, 0.4], [-0.5, -0.3, 0.4], [0.2, 1.7, -0.1], [0.8, -1.3, 0.5], [0.2, -0.6, -0.3], [-1.6, -1.2, 0.1], [-0.7, 0.7, 0.0], [2.2, -0.7, -2.0], [-0.7, -1.0, 1.2], [0.0, -0.2, -0.5], [-0.6, 0.0, 0.3], [-0.4, 0.1, -0.2], [-0.1, 0.3, -0.5], [0.4, -0.8, 0.4], [-0.6, 0.8, -0.4], [-0.1, 0.2, -0.7], [0.7, 0.3, 0.6], [0.3, 0.5, -0.3], [-0.2, 0.7, 0.1], [0.0, -0.2, -0.6], [0.5, 0.1, 0.3], [-0.2, 0.2, 0.3], [-0.8, 0.3, -0.1], [0.5, 0.6, 1.0], [0.4, 0.1, -0.6], [1.3, 0.6, -1.1], [-0.3, -1.7, 0.2], [0.5, 0.8, -0.2], [0.2, -0.3, 1.2], [-0.7, 0.5, -1.2], [0.6, 0.4, 0.3], [0.2, -1.0, 0.3], [0.8, 0.0, 0.1], [-0.2, -0.1, -0.1], [-0.3, -0.1, 0.2], [-0.5, -0.1, 0.2], [0.0, 0.5, 0.7], [-0.6, 0.4, 0.4], [-0.1, -0.1, -0.3], [-0.5, 0.2, 0.1], [-0.1, 0.3, 0.3], [0.2, -1.0, 0.0], [-0.3, -0.2, 0.0], [-0.4, 0.3, 0.2], [0.6, -0.3, 0.0], [-0.4, 0.6, 0.1], [0.2, 0.3, -0.2], [-0.8, 0.2, -0.6], [0.9, -0.4, 0.3], [1.2, 0.0, -0.4], [-1.2, -0.5, -0.5], [-0.2, -0.2, 1.4], [0.3, 1.1, 0.8], [-0.1, -1.4, -2.4], [0.2, -0.5, 1.0], [0.0, 1.0, -1.7], [0.4, 0.9, 0.3], [0.0, 0.3, 0.4], [-0.1, -0.2, -0.3], [0.1, 0.0, -0.1], [-0.3, -0.1, 0.3], [-0.3, 0.8, 0.0], [0.1, 0.0, 0.2], [0.1, -0.4, -0.4], [-0.3, 1.4, -0.5], [-0.1, 0.0, -0.2], [0.3, -0.2, 0.3], [-0.1, -0.7, 0.3], [0.1, 0.5, 0.2], [-0.4, -0.2, 0.7], [-0.2, -0.8, 0.4], [0.2, -0.5, 0.1], [0.7, -1.6, -0.1], [-1.5, 0.9, 0.3], [2.0, 0.7, 0.4], [-1.1, -1.1, -0.1], [-0.5, 0.4, 0.5], [0.3, -0.5, -0.4], [0.0, -0.1, -0.3], [0.1, -0.2, 0.2], [0.2, 0.5, 0.3], [0.0, 0.3, 0.3], [-0.1, -0.4, -0.7], [-0.1, 0.0, 0.4], [0.6, 0.0, 0.0], [0.2, 0.5, 0.0], [-0.5, 0.3, -0.3], [-0.6, 0.3, 0.1], [0.5, 0.0, -0.5], [0.0, -0.2, 0.5], [0.2, -0.5, 0.3], [-0.9, 0.6, -0.6], [0.7, 0.8, 1.3], [-0.3, -1.1, -1.2], [0.4, 0.1, -0.8], [0.0, -0.2, -0.1], [-0.2, -0.3, -0.2], [0.0, 0.1, 0.2], [-0.7, 0.5, 0.7], [0.3, -0.1, 0.5], [0.0, 0.2, -0.5], [-0.1, 0.7, -0.1], [0.8, 0.2, 0.3], [-0.5, -0.4, -0.2], [-0.2, -0.3, -0.6], [0.6, 0.1, 0.4], [0.0, -0.3, 0.9], [-0.6, 0.2, -0.3], [0.4, -0.5, 0.4], [-1.0, -1.0, 0.4], [0.3, 0.2, -0.2], [0.1, 0.3, -0.7], [0.0, 0.1, 0.1], [-0.2, 0.3, 0.2], [-0.1, -0.1, -0.3], [-0.2, -0.1, -0.1], [0.1, 0.7, -0.5], [-0.3, -0.3, 0.0], [0.6, 0.6, -0.1], [0.3, -0.1, 0.4], [0.2, -0.1, 0.1], [0.2, 0.4, -0.2], [0.2, -0.4, 0.1], [-0.7, 0.1, 0.7], [1.7, 0.2, -1.7], [-0.5, 0.3, -0.8], [-1.1, 0.0, 0.5], [0.1, 0.0, 0.5], [-0.7, -1.1, -0.2], [0.8, 0.4, 0.2], [0.0, -0.9, 0.1], [0.0, 0.2, 0.0], [-0.2, 1.1, 0.5], [0.2, -0.1, 0.3], [-0.5, -0.1, 0.2], [0.2, 0.2, 0.5], [-0.1, -0.4, -0.8], [0.7, 0.1, -0.2], [0.0, -0.1, -0.2], [-0.2, 0.1, 0.3]],
  "lowdin_charge": [0.5113, 0.2129, -0.1431, -0.1155, -0.1556, -0.1787, -0.1620, -0.1159, -0.0422, -0.0438, -0.3033, -0.1787, -0.1694, -0.0938, -0.1792, -0.1736, -0.2115, -0.0714, 0.0714, 0.0759, 0.1156, 0.1198, 0.1325, 0.1129, 0.0628, 0.0664, 0.1030, 0.1291, 0.0997, 0.1087, 0.0877, 0.0776, 0.0922, -0.0512, -0.1986, -0.2375, -0.1780, -0.0437, -0.2364, -0.2082, -0.2116, -0.1099, 0.0620, 0.0744, 0.0622, 0.0992, 0.1142, 0.1085, 0.1063, 0.0989, 0.1160, 0.1148, 0.1162, 0.1151, 0.0831, 0.0880, 0.0849, -0.1306, -0.1656, -0.2173, -0.1797, -0.0463, -0.2438, -0.2249, -0.1804, -0.1107, 0.0873, 0.0807, 0.0870, 0.0976, 0.1135, 0.1170, 0.1048, 0.0960, 0.1076, 0.1211, 0.1206, 0.1185, 0.0860, 0.0862, 0.0830, -0.1281, -0.1919, -0.2247, -0.2022, -0.0646, -0.1937, -0.2648, -0.2062, -0.0627, 0.0882, 0.0861, 0.0883, 0.1068, 0.1280, 0.1156, 0.1100, 0.1113, 0.1122, 0.1117, 0.1192, 0.1087, 0.0934, 0.0593, 0.0856, -0.0749, -0.2040, -0.2434, -0.2098, -0.0540, -0.1961, -0.2320, -0.2005, -0.0645, 0.0720, 0.0829, 0.0891, 0.1095, 0.1207, 0.1114, 0.1157, 0.0983, 0.1165, 0.1172, 0.1255, 0.0982, 0.0720, 0.0630, 0.0946, -0.0633, -0.2077, -0.2297, -0.1880, -0.0925, -0.2012, -0.2238, -0.2083, -0.0657, 0.0755, 0.0798, 0.0624, 0.1052, 0.1201, 0.1122, 0.1129, 0.1019, 0.1159, 0.1154, 0.1111, 0.1133, 0.0848, 0.0803, 0.0824, -0.1208, -0.1835, -0.2242, -0.2008, -0.0344, -0.2404, -0.2544, -0.1780, -0.0455, 0.0722, 0.0916, 0.0946, 0.1151, 0.1268, 0.1136, 0.1315, 0.0958, 0.0942, 0.1164, 0.1102, 0.1254, 0.0688, 0.0800, 0.0625, -0.1002, -0.2036, -0.1891, -0.2320, -0.0606, -0.2228, -0.2497, -0.1681, -0.1088, 0.0959, 0.0832, 0.0707, 0.1201, 0.0930, 0.1121, 0.1056, 0.1061, 0.1289, 0.1164, 0.1240, 0.1267, 0.0805, 0.0817, 0.0816, -0.0749, -0.2672, -0.1398, -0.1571, -0.0976, -0.1848, -0.1708, -0.3190, -0.0464, 0.0923, 0.0868, 0.0953, 0.1277, 0.1283, 0.1122, 0.1332, 0.1222, 0.1024, 0.1350, 0.1280, 0.1210, 0.0836, 0.0818, 0.0875, -0.0317, -0.3972, -0.1778, -0.1988, -0.0863, 0.0369, 0.0571, 0.0573, 0.0511, 0.1281, 0.1227, 0.0961, 0.0765, 0.0861, 0.0613, 0.0208, 0.0581, -0.0452, -0.4304, -0.1799, -0.1892, -0.1261, 0.0216, 0.0487, 0.0823, 0.0756, 0.1359, 0.1286, 0.1249, 0.0740, 0.0853, 0.0845, 0.0676, 0.0619, -0.0729, -0.4519, -0.1965, -0.1642, -0.0958, 0.0505, 0.0688, 0.0659, 0.0805, 0.1211, 0.1234, 0.1152, 0.0823, 0.0849, 0.0761, 0.0783, 0.0825, -0.0267, -0.4182, -0.2145, -0.1699, -0.0960, 0.0700, 0.0714, 0.0675, 0.0643, 0.1065, 0.1093, 0.1302, 0.0715, 0.0763, 0.0798, 0.0308, 0.0280],
  "lumo_energy_ev": [0.40, 0.39],
  "e_tot_ha": -9700.25530,
  "orbital_gap_ev": [7.51, 8.73],
  "spin_multiplicity": 5
}